[1]
ORCA calculation (ωB97M-V with the def2-TZVPD basis set) on 2 unconnected molecules or ions with the total composition C2H5O3.

Cartesian coordinates (Å):
C (0.41185, 0.41887, 1.64805)
H (1.19864, 1.18237, 1.62283)
H (0.19902, 0.22528, 2.71216)
O (0.37103, 0.05869, -1.46121)
O (0.76653, -0.75580, 1.00590)
C (-0.65667, -0.33740, -2.08455)
O (-0.79751, -0.58196, -3.28348)
H (-1.55955, -0.48722, -1.42190)
H (-0.46867, 0.90087, 1.21925)
H (0.53532, -0.62371, 0.04295)

Atoms 1-6, force components in eV/Å:
-0.099 0.507 0.593
0.219 0.016 -0.048
0.028 -0.076 -0.183
-0.183 -0.183 -0.134
-0.173 -0.484 -0.193
0.115 0.030 0.414

Values from the calculation:
**Charge**: -1
**Orbital gap**: 8.68 eV
**2S+1**: 1
**Energy relative to the best compared isomer or geometry (same formula, charge and spin)**: 0.792 eV

---

[2]
ORCA calculation (ωB97M-V with the def2-TZVPD basis set) on a molecular structure, C9H18I2O5P at a distorted geometry.

Cartesian coordinates (Å):
P (-2.30946, -2.25479, 3.41887)
H (1.59564, -0.65307, -4.37656)
H (-0.86545, -1.36641, 0.49384)
H (-2.75873, 1.11531, 3.59683)
H (0.76056, 2.69500, -4.76506)
H (1.91936, 3.41293, -3.57805)
H (-1.17100, 0.16171, 1.34356)
C (-2.65804, 0.22777, 4.22154)
O (-3.17606, -2.89010, 4.72224)
H (3.66330, -0.47351, -3.48375)
I (0.29445, -0.85397, -1.61890)
H (4.04655, 3.10184, -3.56714)
O (-3.19981, -0.88592, 3.51504)
C (4.37656, 2.39951, -2.77846)
H (0.16913, 3.96142, -3.62784)
H (4.43925, 2.97214, -1.83479)
C (3.30988, 0.54519, -3.76172)
H (-1.93963, -4.56949, 4.84885)
I (-0.81183, 2.46694, -1.12738)
H (-1.60138, 0.08751, 4.45849)
O (3.45141, 1.35957, -2.58953)
C (1.79047, 0.41049, -4.15001)
H (3.91887, 0.92062, -4.60471)
O (-1.08739, -1.51150, 2.54256)
H (-3.21894, 0.37727, 5.14572)
C (0.47759, 1.99329, -2.79652)
C (-2.97798, -4.27720, 5.00085)
C (0.92596, 0.75255, -3.02028)
H (-2.50423, -0.97153, 1.06785)
H (-3.62636, -4.87552, 4.36184)
C (-1.44318, -0.89391, 1.29468)
O (-2.82278, -3.18896, 2.36059)
C (0.87719, 3.12623, -3.75771)
H (-3.24586, -4.45614, 6.04270)
H (5.40195, 2.03470, -2.99764)

Atoms 1-6, force components in eV/Å:
-5.140 1.024 -5.668
0.154 0.472 -0.398
-0.260 -0.023 0.661
0.022 -0.023 -0.003
0.313 0.239 0.284
-0.334 0.167 -0.152

Values from the calculation:
**Charge**: -1
**Orbital gap**: 3.17 eV
**2S+1**: 1

---

[3]
ORCA calculation (ωB97M-V with the def2-TZVPD basis set) on a single C6H8NOPS molecule at a distorted geometry.

Cartesian coordinates (Å):
C (-2.35483, 0.42766, 0.52289)
C (-0.15082, 0.24014, -0.19413)
C (-0.08253, -1.12007, 0.13559)
H (2.67073, 0.91648, 1.34308)
H (-3.25769, -1.52404, 1.22732)
H (-3.24347, 1.12332, 0.66155)
H (-1.15829, -2.74503, 0.89310)
H (0.72775, -1.78005, -0.02856)
P (1.72440, 1.03320, -0.48739)
H (1.77628, 0.26302, -2.50142)
C (-1.22018, -1.67683, 0.57836)
C (-1.23843, 1.02128, 0.02398)
O (2.46396, 0.28521, 0.74126)
N (2.43980, 0.10614, -1.75600)
S (2.12051, 2.96589, -0.42700)
C (-2.35601, -0.93108, 0.75579)
H (2.35461, -0.77337, -1.37143)
H (-1.21577, 2.16814, -0.11701)

Atoms 1-6, force components in eV/Å:
-2.773 0.847 0.168
4.701 0.765 -0.365
-0.125 1.620 -1.204
1.218 2.979 3.202
1.630 1.664 -1.123
0.982 -1.423 0.083

Values from the calculation:
**SMILES**: N[P@@](O)(=S)c1ccccc1
**Orbital gap**: 9.67 eV
**2S+1**: 1
**Energy relative to the best compared isomer or geometry (same formula, charge and spin)**: 0.000 eV

---

[4]
ORCA calculation (ωB97M-V with the def2-TZVPD basis set) on 2 unconnected molecules or ions with the total composition C18H21BrCl2FIN2O2 at a distorted geometry.

Cartesian coordinates (Å):
C (0.95858, 2.66562, -1.42176)
H (-1.06332, 3.01205, 2.08090)
H (-5.01643, -0.52458, -0.82507)
C (-1.94520, 0.11547, -0.86351)
C (3.03408, -1.68533, 0.46498)
H (-2.43625, 0.13993, 0.13556)
H (-5.02353, 0.95245, -2.07467)
H (1.99103, -2.81894, 5.82513)
C (-0.17940, 1.04051, 2.03195)
H (0.46964, -1.75010, -1.88087)
Cl (-0.12904, -3.81904, 6.09144)
H (0.24973, -0.89496, -4.58084)
H (-1.39326, -0.86232, -0.92546)
H (1.73087, 0.27603, -3.24956)
C (-0.29305, -0.22558, -3.85990)
H (-2.19683, 1.69362, 1.62867)
C (-3.13695, -0.03393, -1.89909)
Cl (1.81861, -4.27338, 3.32403)
H (0.81978, 3.30178, 0.40108)
C (1.21309, -1.32398, -1.18111)
N (0.17253, 3.41424, -0.39897)
C (1.01312, -2.65354, 5.37461)
O (-0.20889, -0.12776, 1.86071)
C (2.06389, -2.26006, -0.45161)
O (1.89423, 3.24733, -1.88270)
C (1.36997, 0.11714, -0.91045)
C (1.07036, -2.76184, 3.86875)
H (-2.92983, -0.32159, -2.96149)
H (-1.05194, 0.32076, -4.48458)
N (3.21636, -0.37193, 0.75021)
H (0.07768, -2.69878, 3.42512)
C (-0.91927, 2.48042, -0.03307)
H (2.53672, 1.56165, 0.27768)
C (2.40214, 0.47331, 0.05045)
C (-1.15793, 2.08795, 1.46064)
H (-0.86981, -0.85366, -3.14545)
H (2.00890, -3.35936, -0.57856)
H (3.70062, -2.41180, 0.99526)
C (0.46064, 1.16253, -1.70031)
H (0.67023, -1.65844, 5.65939)
C (0.72602, 0.77256, -3.21288)
H (-1.84238, 3.09076, -0.24867)
C (-4.47696, 0.12128, -1.55218)
H (1.67687, -1.95118, 3.46218)
Br (1.31091, 1.74831, 3.15043)
F (0.79316, 1.88856, -4.08577)
I (-2.13085, 2.58721, -2.71620)
C (-1.04860, 1.37063, -1.19446)

Atoms 1-6, force components in eV/Å:
0.548 1.027 0.327
-0.065 -0.641 -0.581
0.819 1.594 0.696
-0.929 -2.153 -0.938
-0.515 -0.895 -0.419
0.625 0.269 -0.674

Values from the calculation:
**SMILES**: C=CC[C@@]1(I)[C@@H](CC(=O)Br)NC(=O)[C@]1(c1cccnc1)[C@@H](C)F.ClCCCl
**Orbital gap**: 7.82 eV
**2S+1**: 1

---

[5]
ORCA calculation (ωB97M-V with the def2-TZVPD basis set) on a single C5H12N4 molecule at a distorted geometry.

Cartesian coordinates (Å):
H (0.83370, -3.56190, 0.85201)
C (0.42064, 0.72362, 0.09580)
H (-0.43981, -1.24083, -1.05015)
N (0.48821, -1.53651, 0.35648)
C (0.27743, 3.00332, -0.69876)
H (0.47518, 4.19714, -0.75995)
H (-1.49007, -0.07107, 0.82718)
H (1.16285, 2.21772, 1.56031)
C (1.33898, -2.52690, 1.01741)
N (-1.16523, -0.33355, -1.27087)
H (-2.73585, 0.63186, -0.39924)
N (-0.09617, 0.53435, -1.28493)
C (-1.94313, -0.21585, -0.06856)
H (-0.12991, 2.33222, -1.53608)
H (-2.69667, -1.16952, 0.19814)
H (1.13046, -1.26680, -0.66156)
C (0.48660, 2.07854, 0.51192)
N (0.67424, -0.23863, 0.89425)
H (-0.25072, 1.36755, -1.79820)
H (2.37009, -2.33307, 0.99218)
H (1.28919, -2.59171, 2.22262)

Atoms 1-6, force components in eV/Å:
1.789 1.590 -0.585
-1.040 -0.231 -2.261
-4.125 1.845 -1.100
4.126 1.864 -3.257
0.942 -1.041 4.765
-0.586 -3.361 0.299

Values from the calculation:
**SMILES**: C=C/C(=N/NC)NNC
**Orbital gap**: 8.52 eV
**2S+1**: 1
**Energy relative to the best compared isomer or geometry (same formula, charge and spin)**: 9.879 eV